Formula: C30H22F2N2NiPS
Source: the OMol25 dataset
Level of theory: ωB97M-V/def2-TZVPD

The value obtained for the relative energy (zero: lowest compared OMol25 entry of this formula, charge and spin) is 0.0 kJ/mol. The expectation value of S² is 0.780. Its spin multiplicity is 2. For the orbital gap (spin up / spin down), the calculation gives 7.4 / 7.2 eV.

Atoms and positions in Å:
Ni  1.250  -0.890  -0.665
N  3.076  2.004  0.020
C  2.114  2.984  0.167
C  2.535  4.300  0.429
C  1.630  5.307  0.669
C  0.262  5.040  0.669
C  -0.160  3.755  0.407
C  0.735  2.712  0.138
P  0.048  1.066  -0.247
C  -1.009  0.759  1.208
C  -0.534  1.107  2.472
C  -1.249  0.766  3.611
C  -2.447  0.075  3.501
C  -2.924  -0.277  2.247
C  -2.208  0.057  1.107
C  -1.083  1.369  -1.640
C  -0.625  1.014  -2.907
C  -1.408  1.242  -4.030
C  -2.661  1.819  -3.893
C  -3.130  2.169  -2.633
C  -2.345  1.949  -1.512
H  3.985  2.323  -0.269
H  2.787  1.133  -0.397
H  3.599  4.506  0.453
H  1.988  6.309  0.866
H  -0.457  5.823  0.870
H  -1.221  3.540  0.416
H  0.396  1.654  2.570
H  -0.867  1.045  4.585
H  -3.005  -0.190  4.390
H  -3.856  -0.821  2.150
H  -2.585  -0.241  0.138
H  0.341  0.534  -3.009
H  -1.044  0.956  -5.008
H  -3.278  1.989  -4.766
H  -4.112  2.609  -2.522
H  -2.728  2.208  -0.534
F  -3.619  -3.066  -1.797
C  -2.412  -3.172  -1.199
C  -1.502  -2.145  -1.336
C  -0.250  -2.217  -0.725
C  0.057  -3.390  0.003
C  -0.910  -4.385  0.128
F  -0.668  -5.500  0.863
C  -2.154  -4.308  -0.459
C  1.406  -3.473  0.590
C  1.994  -4.601  1.171
C  3.280  -4.521  1.665
C  3.983  -3.328  1.580
C  3.356  -2.261  0.971
N  2.114  -2.333  0.492
H  -1.795  -1.288  -1.932
H  -2.881  -5.098  -0.341
H  1.449  -5.528  1.228
H  3.735  -5.394  2.115
H  4.989  -3.226  1.961
H  3.852  -1.306  0.849
S  3.614  -0.464  -2.989
C  2.551  -0.700  -1.892



Formula: C30H22F3NO14
Source: the OMol25 dataset
Level of theory: ωB97M-V/def2-TZVPD

Its spin multiplicity is 1. For the orbital gap, the calculation gives 7.9 eV.

Atoms and positions in Å:
C  3.772  -2.290  1.931
C  4.324  -1.026  1.250
C  4.279  0.234  2.103
N  2.960  0.853  2.227
C  1.977  0.293  3.101
O  1.965  0.388  4.297
C  0.918  -0.292  2.214
C  -0.053  -1.236  2.464
C  -0.853  -1.625  1.400
C  -0.679  -1.064  0.136
C  -1.529  -1.500  -1.021
F  -2.333  -2.526  -0.708
F  -0.772  -1.898  -2.061
F  -2.309  -0.500  -1.465
C  0.292  -0.101  -0.107
C  1.087  0.262  0.953
C  2.246  1.206  1.034
O  2.496  2.143  0.333
H  3.814  -2.215  3.017
H  2.740  -2.484  1.629
H  4.335  -3.163  1.602
H  5.374  -1.175  0.994
H  3.808  -0.873  0.299
H  4.949  0.972  1.661
H  4.668  0.020  3.099
H  -0.169  -1.661  3.451
H  -1.607  -2.387  1.544
H  0.439  0.337  -1.084
O  -7.491  -0.348  -5.277
C  -7.202  -0.464  -4.100
C  -8.037  -1.114  -3.110
C  -7.618  -1.170  -1.838
O  -8.307  -1.740  -0.862
C  -6.303  -0.574  -1.402
O  -6.020  -0.668  -0.218
C  -5.462  0.063  -2.388
C  -5.877  0.116  -3.662
O  -5.181  0.673  -4.639
H  -8.977  -1.537  -3.434
H  -7.776  -1.626  -0.050
H  -4.518  0.479  -2.062
H  -5.720  0.571  -5.449
O  -3.502  2.753  0.235
C  -4.488  3.061  0.881
C  -5.662  2.226  1.029
C  -6.695  2.679  1.750
O  -7.814  1.994  1.944
C  -6.681  4.034  2.417
O  -7.680  4.355  3.035
C  -5.497  4.860  2.286
C  -4.462  4.407  1.566
O  -3.338  5.085  1.387
H  -5.659  1.257  0.545
H  -8.385  2.563  2.497
H  -5.490  5.822  2.778
H  -2.769  4.523  0.826
O  7.306  -0.537  0.393
C  8.090  -0.933  -0.454
C  8.235  -0.346  -1.766
C  9.118  -0.877  -2.625
O  9.324  -0.413  -3.846
C  9.967  -2.075  -2.267
O  10.724  -2.488  -3.124
C  9.834  -2.649  -0.943
C  8.954  -2.115  -0.085
O  8.761  -2.568  1.145
H  7.621  0.509  -2.014
H  10.009  -0.987  -4.243
H  10.455  -3.496  -0.689
H  8.074  -1.999  1.542



Formula: C30H22F9N6O4ReS2
Source: the OMol25 dataset
Level of theory: ωB97M-V/def2-TZVPD

The value obtained for the relative energy (zero: lowest compared OMol25 entry of this formula, charge and spin) is 109.7 kJ/mol. The expectation value of S² is 0.770. Its spin multiplicity is 2. Its total charge is +1. For the orbital gap (spin up / spin down), the calculation gives 5.6 / 6.1 eV.

Atoms and positions in Å:
Re  -1.714  -0.220  0.473
O  -1.642  -2.015  3.048
N  -1.974  -0.949  3.405
O  -2.078  0.006  2.415
S  3.819  -3.662  0.399
C  2.290  -2.863  0.583
C  2.308  -1.508  0.941
C  1.134  -0.817  1.052
N  -0.074  -1.392  0.832
C  -0.098  -2.711  0.540
C  1.039  -3.462  0.406
C  3.330  -5.313  -0.033
C  3.161  -6.266  0.959
C  2.741  -7.533  0.572
N  2.500  -7.869  -0.693
C  2.692  -6.947  -1.634
C  3.112  -5.652  -1.359
H  3.243  -0.995  1.124
H  1.128  0.230  1.319
H  -1.071  -3.163  0.429
H  0.942  -4.510  0.161
H  3.343  -6.031  1.999
H  2.585  -8.307  1.314
H  2.496  -7.254  -2.654
H  3.257  -4.933  -2.154
N  -2.970  -1.662  0.460
C  -3.803  -2.517  0.338
N  -4.701  -3.330  0.292
C  -4.924  -4.585  -0.065
N  -5.127  -5.682  -0.349
O  -0.518  1.473  0.542
S  -1.251  2.872  0.569
C  -1.542  3.179  2.347
C  -0.302  3.210  3.190
C  0.234  4.433  3.589
C  1.391  4.481  4.350
C  2.029  3.304  4.717
C  1.493  2.081  4.337
C  0.332  2.033  3.580
C  0.086  4.047  0.322
C  0.556  4.115  -1.103
C  -0.217  4.745  -2.072
C  0.231  4.817  -3.381
C  1.456  4.260  -3.726
C  2.232  3.633  -2.761
C  1.780  3.558  -1.451
H  -2.224  2.381  2.639
H  -2.074  4.134  2.365
H  -0.266  5.355  3.312
H  1.792  5.436  4.662
H  2.933  3.340  5.310
H  1.970  1.160  4.647
H  -0.101  1.079  3.310
H  0.878  3.749  1.007
H  -0.346  4.997  0.647
H  -1.175  5.179  -1.804
H  -0.373  5.306  -4.133
H  1.809  4.319  -4.747
H  3.188  3.205  -3.029
H  2.385  3.077  -0.691
F  -2.792  2.545  -3.022
C  -3.191  1.292  -3.259
F  -4.449  1.180  -2.841
F  -3.151  1.082  -4.572
C  -2.286  0.282  -2.476
O  -2.446  0.570  -1.134
C  -0.792  0.481  -2.878
F  -0.023  -0.331  -2.114
F  -0.401  1.721  -2.617
F  -0.544  0.207  -4.147
C  -2.721  -1.178  -2.840
F  -1.942  -2.063  -2.184
F  -2.612  -1.439  -4.133
F  -3.976  -1.395  -2.454



Formula: C30H22FO7S2
Source: the OMol25 dataset
Level of theory: ωB97M-V/def2-TZVPD

The value obtained for the relative energy (zero: lowest compared OMol25 entry of this formula, charge and spin) is 0.0 kJ/mol. Its spin multiplicity is 1. Its total charge is -1. For the orbital gap, the calculation gives 5.1 eV.

Atoms and positions in Å:
F  -0.634  0.883  4.961
C  0.002  0.916  3.824
S  1.621  1.679  3.733
C  2.526  0.150  3.484
C  2.980  -0.209  2.235
C  3.658  -1.398  2.078
C  3.884  -2.205  3.173
C  3.421  -1.843  4.420
C  2.743  -0.655  4.575
O  1.778  2.461  2.461
O  2.097  2.233  5.051
S  -0.800  0.151  2.424
C  -2.456  -0.141  3.055
C  -2.713  -1.272  3.793
C  -3.995  -1.526  4.233
C  -5.009  -0.642  3.929
C  -4.745  0.507  3.216
C  -3.461  0.756  2.778
O  -1.021  1.084  1.264
O  -0.138  -1.189  2.224
H  2.786  0.435  1.389
H  4.009  -1.692  1.103
H  4.420  -3.129  3.054
H  3.592  -2.478  5.274
H  2.367  -0.349  5.539
H  -1.908  -1.955  4.010
H  -4.204  -2.419  4.799
H  -6.012  -0.847  4.260
H  -5.539  1.199  2.987
H  -3.236  1.642  2.205
C  -5.534  -2.405  -1.269
O  -5.153  -1.342  -2.106
C  -3.835  -0.935  -1.960
C  -2.929  -1.480  -1.039
C  -1.642  -1.028  -0.974
C  -1.179  -0.011  -1.818
C  0.219  0.399  -1.794
C  1.264  -0.462  -1.794
C  2.676  -0.079  -1.716
O  3.120  1.040  -1.584
C  3.464  -1.316  -1.806
C  2.605  -2.402  -1.936
C  3.100  -3.689  -2.024
C  4.466  -3.872  -1.973
C  5.323  -2.791  -1.849
C  4.831  -1.504  -1.768
C  1.218  -1.920  -1.962
O  0.241  -2.619  -2.118
C  -2.090  0.557  -2.718
C  -3.377  0.096  -2.792
H  -6.579  -2.649  -1.465
H  -4.920  -3.280  -1.487
H  -5.432  -2.105  -0.226
H  -3.236  -2.276  -0.386
H  -0.953  -1.473  -0.275
H  0.446  1.453  -1.792
H  2.423  -4.518  -2.133
H  4.871  -4.868  -2.032
H  6.386  -2.955  -1.819
H  5.484  -0.654  -1.687
H  -1.754  1.333  -3.383
H  -4.071  0.509  -3.503